This record from OMol25 describes a molecular structure, C5H9N in a non-equilibrium geometry. The level of theory is ωB97M-V/def2-TZVPD.

The geometry in ORCA input format:
```
! RIJCOSX wB97M-V def2-TZVPD def2/J DEFGRID3
* xyz 0 1
C 1.667 -0.036 -0.218
C 0.162 -0.077 -0.056
C -0.750 -0.028 1.239
N -1.764 0.397 0.304
C -0.682 1.143 -0.420
C -0.629 -1.168 -0.671
H 1.926 0.206 -1.260
H 2.137 -0.988 0.038
H 2.089 0.752 0.411
H -1.012 -0.916 1.833
H -0.317 0.752 1.878
H -0.392 2.084 0.086
H -0.915 1.341 -1.466
H -0.217 -1.661 -1.574
H -1.304 -1.802 -0.125
*
```

Energy relative to the best compared isomer or geometry (same formula, charge and spin) = 116.8 kcal/mol
HOMO-LUMO gap (spin up / spin down) = 9.223 / 8.411 eV
DFT total energy = -250.48084 a.u.


This record from OMol25 describes a single C5H9N molecule in a non-equilibrium geometry. The level of theory is ωB97M-V/def2-TZVPD.

The geometry in ORCA input format:
```
! RIJCOSX wB97M-V def2-TZVPD def2/J DEFGRID3
* xyz 0 1
C -0.076 -1.563 1.946
C 0.619 -0.837 1.027
C 0.104 0.212 0.147
C -1.079 1.108 0.475
C 0.650 0.096 -1.084
N 0.206 0.759 -2.255
H -1.006 -1.041 2.231
H -0.208 -2.615 2.164
H 1.692 -1.017 1.114
H -0.861 1.974 -0.152
H -1.082 1.368 1.531
H -2.008 0.682 0.101
H 1.368 -0.678 -1.291
H -0.215 1.672 -2.146
H -0.507 0.239 -2.758
*
```

Energy relative to the best compared isomer or geometry (same formula, charge and spin) = 58.5 kcal/mol
HOMO-LUMO gap = 8.936 eV
SMILES = C=C/C(C)=C/N
DFT total energy = -250.57375 a.u.


Q: The lowest DFT total energy belongs to which entry?
A: number 2


Q: What is the energy relative to the best compared isomer or geometry (same formula, charge and spin) in the second record?
A: 58.5 kcal/mol


Q: Number 2 is which compound?
A: C5H9N


Q: Which value of DFT total energy does entry 2 give?
A: -250.57375 a.u.